Entry 1:
The following is a DFT calculation (the ωB97M-V functional and the def2-TZVPD basis) of a structure of composition C10H14CaCl3O21 in a non-equilibrium geometry.

Properties
E_HOMO	-6.735	eV
frontier orbital gap	0.297	Eh
calculated total energy	-4027.198730	Eh
net charge	-1
relative energy (zero: lowest compared OMol25 entry of this formula, charge and spin)	0.0	kJ/mol

Each line ends with the Löwdin charge.
CARTESIAN COORDINATES (ANGSTROEM)
O 1.1211 1.9503 1.6355  0.071
C 3.7676 -1.9299 -0.8945  -0.090
Cl -4.4025 -2.9462 0.7271  0.669
C -1.7333 1.5814 0.0512  -0.540
O 1.4929 -1.4946 -0.8882  0.031
O -1.3635 -1.9090 -1.4959  -0.481
H 4.2459 -1.2850 -0.1648  0.119
H -1.8162 2.7385 -3.1683  0.102
H 4.4100 -2.4565 -1.5929  0.129
H -0.9627 4.6097 -0.1357  0.128
C 3.3733 1.5928 1.3315  -0.128
O -3.9965 -1.5342 0.7293  -0.437
O -0.3878 -1.7746 5.3025  -0.341
O -2.0390 2.8361 0.4182  0.100
O -0.4247 -0.7430 -3.3168  -0.377
O -0.4055 -2.8335 3.1689  -0.426
O -5.1348 -3.3180 1.8850  -0.311
C -1.4971 3.7443 -0.5276  -0.085
H 4.3339 1.7337 1.8231  0.132
C 1.7341 -2.6004 -0.1401  -0.557
H 2.5207 2.8790 2.8363  0.135
O -2.2663 -3.0327 4.6314  -0.313
O -2.7605 -0.7459 -2.9831  -0.329
C 2.6388 -1.2557 -1.6831  -0.117
Ca -1.3699 -1.7068 0.9124  1.472
H 2.4926 -1.7664 -2.6385  0.138
O -1.6347 -2.7248 -3.6773  -0.323
O 2.7116 0.3794 1.6145  0.080
C 1.3753 0.6150 1.6164  -0.503
H 0.4691 3.1438 -1.1199  0.140
H 2.8471 -0.2111 -1.9069  0.130
O -0.8539 1.5653 -0.9617  0.089
C -0.7944 2.9587 -2.8751  -0.020
Cl -1.5657 -1.5340 -2.8956  0.658
O 3.0330 -2.9588 -0.2005  0.075
C -0.5537 2.8881 -1.4044  -0.316
O -1.7654 -0.9976 3.5428  -0.413
H -0.0785 2.3208 -3.3962  0.089
H 2.3841 3.5135 1.1234  0.129
O -3.0917 -3.6233 0.7369  -0.445
O 0.9068 -3.1569 0.5027  0.141
O -5.1526 -3.1820 -0.4619  -0.316
H 3.5813 1.7003 0.2604  0.127
O 0.5395 -0.2130 1.5234  0.118
C 2.3538 2.6539 1.7836  -0.096
O -2.1854 0.5992 0.5477  0.088
Cl -1.2091 -2.1774 4.2015  0.650
H -0.5527 3.9554 -3.2735  0.089
H -2.3346 4.1522 -1.1032  0.133

Forces on atoms 1 to 6 (eV/Å):
0.056 -0.256 0.048
-1.159 -0.644 -0.597
1.435 1.088 -0.426
0.304 -0.064 -0.386
0.253 0.008 0.389
0.137 -0.073 0.507



Entry 2:
The following is a DFT calculation (the ωB97M-V functional and the def2-TZVPD basis) of a cluster of 2 separate species, C4H12 in total in a non-equilibrium geometry.

Properties
SMILES	CC.CC
E_HOMO	-10.881	eV
frontier orbital gap	0.438	Eh
calculated total energy	-159.527174	Eh
net charge	0
relative energy (zero: lowest compared OMol25 entry of this formula, charge and spin)	151.7	kJ/mol

Each line ends with the Löwdin charge.
CARTESIAN COORDINATES (ANGSTROEM)
H -0.0428 0.5330 1.6682  0.023
C -0.8174 -2.1619 -1.2423  -0.164
H -0.8055 -2.5852 -0.1706  0.105
H 1.4134 -2.5829 -1.4505  0.054
C 0.6026 -1.9087 -1.6720  -0.172
H -1.3767 -1.3017 -1.2782  0.033
H 0.6840 -1.6978 -2.7812  0.083
H -0.1073 1.6516 3.0803  0.094
H 0.9056 -0.9663 -1.2249  0.047
C -0.3210 1.5276 1.9279  -0.175
C 0.5223 2.4373 0.9592  -0.174
H 0.0413 3.5189 0.9792  0.107
H -1.3650 -2.7854 -1.8092  0.015
H -1.4257 1.8560 1.7708  0.081
H 1.5129 2.1826 1.2779  0.048
H 0.5791 2.2829 -0.0345  -0.004

Forces on atoms 1 to 6 (eV/Å):
-0.632 -1.099 -0.031
2.635 -1.026 3.692
-0.300 0.758 -1.484
-0.256 -0.800 0.300
0.456 1.579 -1.897
-1.078 2.403 0.346



Entry 3:
The following is a DFT calculation (the ωB97M-V functional and the def2-TZVPD basis) of a cluster of 7 separate species, C14H21N7 in total in a non-equilibrium geometry.

Properties
SMILES	CC#N.CC#N.CC#N.CC#N.CC#N.CC#N.CC#N
E_HOMO	-10.783	eV
frontier orbital gap	0.399	Eh
calculated total energy	-929.249157	Eh
net charge	0
relative energy (zero: lowest compared OMol25 entry of this formula, charge and spin)	107.9	kJ/mol

Each line ends with the Löwdin charge.
CARTESIAN COORDINATES (ANGSTROEM)
C 9.3828 14.7403 -17.7524  -0.056
N 14.8695 20.8201 -17.3318  0.132
N 15.3211 21.8421 -12.6739  0.130
N 13.0793 15.3191 -18.6064  0.130
H 12.0322 19.4428 -17.5256  0.060
H 14.7723 13.2675 -17.1061  0.086
N 10.7605 16.5926 -16.4642  0.143
H 15.5475 23.6832 -20.1790  0.080
H 9.0540 20.9453 -15.6782  0.089
C 15.4386 19.4691 -13.7369  -0.083
H 8.7893 14.1001 -17.0997  0.082
C 10.1680 15.7795 -17.0299  -0.269
H 15.6225 19.6651 -14.7932  0.060
H 16.1589 25.0764 -17.0130  0.086
C 16.2520 22.9148 -19.8606  -0.080
C 15.2457 24.8165 -15.2618  -0.301
H 14.5426 18.8801 -13.5413  0.079
C 13.7051 14.3617 -18.3874  -0.263
H 9.5700 19.5416 -16.7844  0.073
H 12.9826 18.4371 -16.2902  0.056
H 16.3325 22.8196 -18.7778  0.034
H 14.8667 23.7425 -16.9233  0.068
C 12.9670 18.9552 -17.2490  -0.086
H 10.0333 14.1448 -18.3930  0.072
C 14.5327 13.1515 -18.1631  -0.056
H 15.9081 21.9926 -20.3290  0.077
H 15.3081 13.1889 -18.9283  0.085
C 15.3916 20.7628 -13.1057  -0.300
H 16.5055 23.4728 -16.2706  0.083
C 14.0408 20.0157 -17.3165  -0.237
H 16.2995 19.0048 -13.2559  0.080
C 10.7109 20.0710 -15.0444  -0.302
N 14.8996 25.3156 -14.2654  0.125
H 8.7811 15.3887 -18.3894  0.079
H 13.9755 12.2590 -18.4478  0.081
C 15.7413 24.2207 -16.4824  -0.101
N 11.7271 20.2369 -14.5398  0.156
H 13.1628 18.2304 -18.0392  0.055
C 9.4705 19.9428 -15.7758  -0.071
H 8.9088 19.1711 -15.2496  0.082
C 17.6038 23.3638 -20.2962  -0.261
N 18.6686 23.7342 -20.6463  0.105

Forces on atoms 1 to 6 (eV/Å):
0.641 1.301 -0.039
-0.597 -0.540 -0.094
0.302 -1.940 -0.595
1.066 -1.640 0.464
-0.088 -0.168 0.539
0.737 -0.858 -0.227



Entry 4:
The following is a DFT calculation (the ωB97M-V functional and the def2-TZVPD basis) of a structure of composition C30H20FeN8 in a non-equilibrium geometry.

Properties
2S+1	6
E_HOMO (spin up / spin down)	-16.133 / -16.128	eV
frontier orbital gap (spin up / spin down)	0.225 / 0.129	Eh
calculated total energy	-2856.021454	Eh
net charge	+3
relative energy (zero: lowest compared OMol25 entry of this formula, charge and spin)	195.5	kJ/mol

Each line ends with the Löwdin charge.
CARTESIAN COORDINATES (ANGSTROEM)
N -1.1846 -1.6319 -1.1841  0.030
H -5.6426 6.1000 0.3339  0.126
C 2.5220 -2.7303 -0.0353  -0.159
C -3.0790 2.2576 0.6403  -0.077
C -3.2431 -2.1350 -0.1385  -0.006
N -0.9018 0.6547 -0.0166  0.068
H 3.0179 1.5828 0.6468  0.115
C 2.3358 2.1179 -1.6761  -0.090
H 4.9103 -5.1557 -0.2546  0.143
C -0.7497 1.9785 0.1413  -0.176
C 4.9113 0.6096 0.3291  0.023
H 3.6805 3.7994 -1.8860  0.142
C 0.3992 -3.5323 0.3651  -0.097
C 0.8572 -4.8499 0.3315  0.021
N 1.2123 1.6673 -1.1129  0.031
H -7.0756 3.1377 2.8049  0.126
H -4.0309 -1.8985 0.5671  0.145
H -5.1293 1.6639 2.3342  0.122
C 3.5179 0.6650 0.3741  -0.095
C 2.8129 3.3914 -1.3822  -0.051
H 6.6072 -0.6510 -0.0381  0.150
H 2.5587 -6.1090 -0.0132  0.150
C -5.4893 5.1131 0.7514  -0.085
C -6.2930 3.4560 2.1282  -0.086
C -2.3309 -3.6705 -1.5559  -0.049
H 2.8504 1.4690 -2.3734  0.137
H -1.6378 3.8636 0.6058  0.142
H 0.1620 -5.6583 0.5122  0.138
N -6.4195 4.6623 1.5863  0.107
C 5.3005 -3.0718 -0.2078  0.038
C 2.1844 -5.0949 0.0627  0.079
N -3.2961 -3.3287 -0.7154  0.158
C -4.2289 3.0993 0.9846  -0.188
C 3.0727 -4.0108 -0.0765  -0.104
H -0.4102 -3.1342 -2.3908  0.136
C -2.1359 0.1318 0.0486  -0.174
N 2.2382 4.1270 -0.4424  0.157
H -2.4083 -4.6289 -2.0545  0.142
C -5.2101 2.6306 1.8516  0.005
H 5.4846 1.5079 0.5135  0.138
C 3.3632 -1.5966 -0.0371  -0.159
H -0.6279 -3.3187 0.6240  0.120
C 5.5288 -0.5877 0.0482  0.079
H 0.7076 4.2785 0.9272  0.146
C 0.5635 2.4675 -0.2556  -0.187
Fe 0.7332 -0.5186 -0.7331  1.327
H -3.6400 4.7642 -0.2756  0.120
C 4.7481 -1.7525 -0.0847  -0.104
C -1.7971 2.8011 0.4810  0.105
N 2.7509 -0.3963 0.1364  0.037
C 1.1305 3.6751 0.1323  -0.009
H -4.2220 0.4481 0.3781  0.145
C -3.2347 0.8895 0.3787  0.104
H 6.3761 -3.1800 -0.2632  0.143
C 4.4952 -4.1574 -0.2029  0.038
C -4.3646 4.3655 0.4242  0.006
C -2.2085 -1.2487 -0.4103  -0.183
N 1.1954 -2.4918 0.1319  0.036
C -1.2367 -2.8360 -1.7584  -0.091

Forces on atoms 1 to 6 (eV/Å):
0.822 -0.170 -0.359
-0.023 0.004 -0.012
-0.119 -0.337 0.043
-0.089 0.097 0.049
-0.022 -0.164 -0.123
0.637 -0.420 -0.292